This record from the Open Molecules 2025 dataset describes a molecular structure, C21H44O39S10 at a distorted geometry. The level of theory is ωB97M-V/def2-TZVPD.

Calculated values
HOMO-LUMO gap = 10.32 eV
total energy = -210687.57709 eV

Last column: Mulliken charge in e.
Cartesian coordinates (Å):
1 S -6.98617 -10.83688 -8.91042  0.562
2 S -2.28547 -10.66395 -3.90204  1.154
3 S -6.95044 -12.23877 -3.59342  1.148
4 S -11.91165 -11.22317 -9.31386  0.853
5 S -1.93707 -11.58920 -11.85408  1.236
6 S -10.07316 -10.74924 -14.25565  1.124
7 S -8.50266 -6.05422 -10.99644  0.897
8 S -4.01898 -14.99780 -7.80832  0.723
9 S -11.17258 -15.95254 -5.93511  1.073
10 S -9.27095 -8.94819 -5.82436  1.064
11 O -10.37727 -11.41339 -15.46387  -0.613
12 O -2.92141 -11.69142 -4.94546  -0.081
13 O -11.12692 -16.96006 -6.90485  -0.572
14 O -10.98027 -16.28082 -4.56887  -0.585
15 O -12.49305 -15.08848 -6.10160  -0.399
16 O -7.97966 -9.82069 -9.04204  0.207
17 O -8.81735 -4.70381 -11.24545  -0.611
18 O -9.29377 -7.82212 -4.68892  -0.382
19 O -1.98323 -11.35284 -2.71065  -0.585
20 O -11.14983 -11.34347 -8.11870  -0.245
21 O -11.09043 -10.46959 -13.31536  -0.431
22 O -9.95634 -10.09051 -5.35906  -0.549
23 O -3.03850 -9.47514 -3.89797  -0.548
24 O -0.95290 -10.39253 -4.72527  -0.394
25 O -1.17600 -12.97671 -12.01531  -0.284
26 O -6.52057 -11.56087 -10.05726  -0.617
27 O -7.66218 -9.09408 -5.83904  -0.381
28 O -3.25942 -11.74429 -12.31520  -0.542
29 O -8.13367 -13.06687 -4.23572  -0.253
30 O -12.51561 -12.37918 -9.83682  -0.629
31 O -6.10950 -11.72073 -4.61647  -0.268
32 O -9.72114 -8.36416 -7.03624  -0.441
33 O -10.13202 -14.80019 -6.34865  -0.171
34 O -8.72610 -6.39564 -9.46117  -0.271
35 O -3.41566 -14.04622 -8.90685  -0.065
36 O -1.70488 -11.08363 -10.55631  -0.528
37 O -10.99514 -10.45792 -10.35619  -0.155
38 O -9.10303 -7.06878 -11.78782  -0.404
39 O -6.23188 -13.49646 -2.94491  -0.483
40 O -5.21860 -14.45951 -7.26463  -0.202
41 O -3.01949 -15.43346 -6.91196  -0.647
42 O -8.87527 -11.49695 -13.52946  -0.410
43 O -12.98858 -10.07202 -9.19491  -0.437
44 O -5.76708 -10.24993 -8.09286  -0.089
45 O -9.24889 -9.42332 -14.54359  -0.319
46 O -1.06372 -10.79290 -12.90295  -0.327
47 O -7.44906 -11.42375 -2.56780  -0.686
48 O -6.93101 -6.22798 -11.00702  -0.397
49 O -4.43463 -16.16576 -8.80043  -0.400
50 C -4.76619 -15.61874 -10.08207  -0.338
51 C -3.88571 -14.37907 -10.23109  0.112
52 C -1.87537 -12.38299 -5.62791  0.332
53 C -0.71902 -13.10059 -13.37765  -0.343
54 C -0.61673 -11.51371 -5.57593  -0.374
55 C -12.17792 -13.72961 -6.53456  -0.310
56 C -6.42137 -6.83107 -9.80398  0.176
57 C -0.33624 -11.68464 -13.77123  -0.376
58 C -7.71402 -14.41711 -4.52567  -0.084
59 C -11.22792 -9.04711 -10.30519  0.265
60 C -7.99691 -7.41177 -4.27304  -0.423
61 C -10.76577 -13.57744 -6.02071  0.337
62 C -7.49244 -6.57694 -8.75497  0.564
63 C -8.03856 -9.36401 -13.76343  -0.178
64 C -6.36586 -14.61747 -3.81731  -0.010
65 C -4.49682 -10.93622 -8.19508  0.901
66 C -3.39055 -9.97355 -7.86116  -1.467
67 C -12.24420 -8.85394 -9.16584  -0.144
68 C -8.16180 -10.50875 -12.75796  0.640
69 C -7.56403 -11.96054 -7.67348  -0.211
70 C -7.04968 -8.51103 -4.68718  -0.124
71 H -12.87766 -7.98600 -9.32833  0.464
72 H -0.41842 -11.00567 -6.51836  0.225
73 H -6.28589 -15.55648 -3.28112  0.360
74 H -7.89883 -8.36544 -13.37226  0.162
75 H -4.38572 -13.49961 -10.63071  0.052
76 H -12.34485 -13.73469 -7.60744  0.324
77 H -2.44461 -10.48018 -8.07620  0.239
78 H 0.13275 -13.77083 -13.36214  0.307
79 H 0.29938 -12.00268 -5.25749  0.301
80 H -6.05063 -8.14441 -4.90991  0.313
81 H -4.43601 -11.35978 -9.19484  0.078
82 H -7.57312 -14.46317 -5.60690  0.128
83 H -10.86743 -13.39104 -4.94362  0.158
84 H -5.56074 -14.54956 -4.55142  -0.124
85 H -11.72992 -8.67660 -8.22272  -0.052
86 H -6.92103 -9.24755 -3.89233  0.128
87 H -5.84788 -15.47405 -10.08955  0.201
88 H -12.74302 -12.94906 -6.02897  0.352
89 H -1.74991 -13.35974 -5.16416  0.363
90 H -11.64645 -8.67974 -11.24022  0.368
91 H -7.33202 -5.71298 -8.10883  0.354
92 H -3.40787 -9.70581 -6.80396  0.171
93 H -8.77101 -10.21109 -11.90053  -0.503
94 H -7.76838 -6.48086 -4.80197  0.277
95 H -8.01915 -7.19714 -3.20847  0.297
96 H -4.56815 -16.32397 -10.88684  0.359
97 H -10.27384 -12.67550 -6.37338  -0.125
98 H -3.36567 -9.06141 -8.45680  0.431
99 H -8.50396 -15.12609 -4.29520  0.321
100 H -10.31116 -8.51238 -10.06964  -0.302
101 H -1.55300 -13.51435 -13.94093  0.285
102 H -6.37170 -7.89831 -10.01838  -0.060
103 H 0.71042 -11.45339 -13.57251  0.277
104 H -5.44892 -6.42050 -9.55570  0.350
105 H -4.49644 -11.75037 -7.46540  -0.261
106 H -7.23673 -10.97280 -12.43633  0.176
107 H -0.50894 -11.43308 -14.81501  0.302
108 H -2.99310 -14.61480 -10.80662  0.181
109 H -7.62091 -7.45113 -8.11891  -0.575
110 H -2.14764 -12.53346 -6.67093  -0.344
111 H -8.58014 -12.23089 -7.98913  0.252
112 H -7.25075 -9.66118 -14.46202  0.347
113 H -7.67617 -11.46088 -6.72000  -0.404
114 H -7.00655 -12.88760 -7.79483  0.262

---

This record from the Open Molecules 2025 dataset describes 3 unconnected molecules or ions with the total composition C21H44O4P2S2. The level of theory is ωB97M-V/def2-TZVPD.

Calculated values
SMILES string = CCP(C)#[PH]CC[C@@H](C)CCC=C(C)C.O=S1(=O)CCCC1.O=S1(=O)CCCC1
HOMO-LUMO gap = 7.92 eV
total energy = -70927.78298 eV

Last column: Mulliken charge in e.
Cartesian coordinates (Å):
1 S 5.26628 1.25734 -0.33075  1.268
2 S -0.50898 -4.93748 0.43856  0.991
3 P 0.55480 -0.57713 -1.26460  -0.343
4 P 0.54326 1.61379 -1.15052  0.189
5 O 4.41358 0.12516 -0.59027  -0.647
6 O 0.59426 -5.62677 -0.17759  -0.691
7 O 4.81483 2.59155 -0.63550  -0.694
8 O -1.16731 -3.85491 -0.24719  -0.525
9 C -3.23514 2.86882 -0.36400  -0.262
10 C -3.74711 2.08920 0.81933  -1.299
11 C -3.96943 3.55488 -1.23570  1.254
12 C -5.46690 3.66757 -1.15239  -1.492
13 C -3.54678 -0.02976 -0.67806  1.143
14 C -0.01603 -4.40289 2.08560  -0.538
15 C -3.32783 4.24279 -2.41505  -1.323
16 C 7.87179 0.86003 0.07193  -0.608
17 C 1.34579 3.41592 0.86885  -1.164
18 C 1.86600 1.92702 -2.37920  -1.079
19 C -4.23895 0.65172 0.50375  -1.014
20 C -1.27834 -6.50629 2.39066  -0.576
21 C -0.90472 -5.17829 3.06508  -0.669
22 C 5.82571 1.17361 1.36877  -0.782
23 C 7.10368 0.34450 1.29757  -0.572
24 C -4.37688 -1.21330 -1.19756  -1.722
25 C 6.87180 0.95650 -1.08640  -0.801
26 C -2.13155 -0.46667 -0.28166  -0.161
27 C -1.71724 -6.14620 0.97548  -0.711
28 C -1.24413 -0.88043 -1.46540  -0.859
29 C 1.38630 1.92753 0.46381  -0.081
30 H -2.21731 -1.32335 0.40255  0.100
31 H -4.91268 -1.68922 -0.36805  0.349
32 H -5.32229 0.65734 0.34063  0.380
33 H 1.50564 1.59479 -3.35598  0.410
34 H 0.83962 1.30855 1.18371  0.497
35 H -0.14638 -3.32492 2.14035  0.291
36 H -5.77097 4.72021 -1.13591  0.435
37 H 0.66104 3.99206 0.24161  0.301
38 H -4.56716 2.64119 1.29209  0.563
39 H -1.70674 -6.97540 0.27243  0.387
40 H -1.64990 0.34428 0.27915  -0.093
41 H 2.07451 2.99918 -2.43079  0.373
42 H 6.78679 0.02280 -1.63862  0.367
43 H -1.32538 -1.96017 -1.62498  0.437
44 H -5.93542 3.21844 -2.03718  0.277
45 H 7.07839 1.77442 -1.77152  0.377
46 H 2.42125 1.57642 0.46986  -0.126
47 H -2.15934 2.83064 -0.53888  0.014
48 H -0.39217 -5.33649 4.01259  0.331
49 H -3.44023 0.69458 -1.49220  0.221
50 H -3.86424 5.16387 -2.66433  0.402
51 H 8.28363 1.84744 0.28811  0.289
52 H -5.87524 3.18339 -0.26369  0.282
53 H -2.95223 2.03963 1.56887  0.384
54 H -3.75828 -1.96946 -1.68508  0.387
55 H 1.03370 3.52773 1.91149  0.350
56 H 7.68800 0.43881 2.21148  0.357
57 H -2.28650 4.49662 -2.20612  0.347
58 H -2.69036 -5.65589 0.96548  0.351
59 H -1.58026 -0.39123 -2.38556  0.539
60 H -0.40856 -7.16518 2.35198  0.301
61 H 2.79058 1.39497 -2.14687  0.211
62 H 1.03716 -4.65407 2.19363  0.366
63 H 6.02122 2.19484 1.69472  0.405
64 H 6.85312 -0.71004 1.16625  0.296
65 H -2.06874 -7.02616 2.92973  0.343
66 H -3.35871 3.60008 -3.30144  0.282
67 H -4.05649 0.02900 1.39038  0.355
68 H 2.34049 3.86272 0.78476  0.293
69 H -1.81152 -4.60726 3.27274  0.304
70 H 0.66166 -0.88394 0.11033  -0.070
71 H 8.70331 0.20688 -0.18729  0.327
72 H -5.13669 -0.86784 -1.90604  0.395
73 H 5.03293 0.73195 1.96805  0.381

---

This record from the Open Molecules 2025 dataset describes 5 unconnected molecules or ions with the total composition C21H44O9S3 at a distorted geometry. The level of theory is ωB97M-V/def2-TZVPD.

Calculated values
spin multiplicity = 2
HOMO-LUMO gap (spin up / spin down) = 7.06 / 2.92 eV
net charge = +1
total energy = -73410.38598 eV

Last column: Mulliken spin population.
Cartesian coordinates (Å):
1 S 1.30206 -4.31534 -1.09389  0.000
2 S 4.16079 4.09351 -1.43429  0.000
3 S -0.04467 0.67428 -1.22413  0.000
4 O 1.37307 0.36268 -1.46621  0.001
5 O -0.21479 -4.23400 -0.57895  0.000
6 O 2.79411 4.70235 -1.24257  0.000
7 O 4.54269 3.28239 -0.03576  0.000
8 O -1.02492 -0.20375 -0.56570  0.001
9 O 1.66021 -3.15228 -1.92762  0.000
10 O 1.60441 -5.68954 -1.47723  0.000
11 O 5.36686 4.87090 -1.81420  0.000
12 O 0.00266 2.10448 -0.41122  0.001
13 C -0.80260 6.59619 -5.10054  0.190
14 C -0.76267 -2.95903 -0.43551  0.000
15 C -0.77620 1.34380 -2.83520  0.014
16 C 3.60002 2.56417 0.74204  0.000
17 C -1.23843 2.60859 0.03397  0.000
18 C 2.23454 -4.01735 0.46398  0.000
19 C -2.79097 5.36638 -4.48805  0.016
20 C -1.01286 -3.14732 4.19437  0.000
21 C -1.79501 -2.05853 3.32852  0.000
22 C -2.27442 -3.17484 -0.29012  0.000
23 C 3.83467 1.03838 0.73095  0.000
24 C 3.92472 2.67192 -2.53448  0.000
25 C -1.65155 -0.66994 4.02213  0.000
26 C -1.75082 -7.10442 4.62562  0.000
27 C -2.12270 6.64245 -4.67590  0.278
28 C -0.99750 -5.75416 4.72656  0.000
29 C -0.11638 5.39519 -5.38420  0.016
30 C -1.65420 -4.57256 3.98024  0.000
31 C -2.15338 4.16061 -4.76598  0.179
32 C -1.06306 2.91020 1.46529  0.000
33 C -0.78997 4.19689 -5.30002  0.271
34 H -0.69199 -2.49747 -1.42043  0.000
35 H -0.97554 0.55781 -3.56361  0.001
36 H -2.86082 -2.27794 3.39184  0.000
37 H -2.10514 -7.19073 3.59843  0.000
38 H 3.20275 2.04574 -2.01031  0.000
39 H -1.65289 -4.72730 2.90128  0.000
40 H 0.87887 5.36450 -5.80244  0.006
41 H -2.83267 -3.85625 -0.93210  0.000
42 H 4.77957 0.88244 1.25146  0.000
43 H -1.47841 -2.01353 2.28648  0.000
44 H 3.03563 0.45540 1.18897  0.000
45 H -2.67045 -4.57979 4.37428  0.000
46 H 1.56869 -4.41329 1.23077  0.000
47 H -2.77842 3.28684 -4.65530  0.004
48 H -2.00767 3.32988 1.81120  0.000
49 H -0.60083 -0.38088 4.04517  0.000
50 H -1.91367 -0.70791 5.07946  0.000
51 H -0.13536 -2.46039 0.30337  0.000
52 H 4.92367 2.23805 -2.49048  0.000
53 H 4.00963 0.62626 -0.26286  0.000
54 H -0.89657 2.00224 2.04494  0.000
55 H 3.71315 2.96030 -3.56414  0.000
56 H -0.16611 2.23807 -2.96235  -0.006
57 H -0.15206 3.49156 1.60747  0.000
58 H -0.39061 3.28377 -5.71607  0.016
59 H -2.57530 -3.58459 0.67408  0.000
60 H -2.59118 -7.25267 5.30378  0.000
61 H -3.82100 5.35066 -4.16372  0.007
62 H -2.86194 -2.25773 -0.33282  0.000
63 H -0.28777 7.52091 -5.31559  0.007
64 H -0.84648 -5.43405 5.75749  0.000
65 H 0.06205 -3.20742 4.02391  0.000
66 H -2.02641 1.86125 -0.05916  0.000
67 H -1.77033 1.75979 -2.67163  -0.003
68 H -1.14713 -7.96282 4.92027  0.000
69 H -1.12768 -2.78188 5.21484  0.000
70 H 2.44767 -2.96153 0.63109  0.000
71 H -1.34988 3.51071 -0.56758  0.000
72 H -2.57413 7.60881 -4.50635  0.004
73 H -2.13290 0.14606 3.48313  0.000
74 H 3.16906 -4.56453 0.34004  0.000
75 H 2.62984 2.74074 0.27763  0.000
76 H 0.00590 -5.72235 4.30196  0.000
77 H 3.63115 3.04094 1.72175  0.000